Model P:
Density functional theory data (ωB97M-V/def2-TZVPD) for a 4-piece molecular cluster, C3H14O4 overall.

## Properties
* SMILES string: CC(C)O.O.O.O
* frontier orbital gap: 11.2 eV
* E_LUMO: 0.016 Eh
* spin multiplicity: 1
* HOMO energy: -10.775 eV

CARTESIAN COORDINATES (ANGSTROEM)
C  -1.46  2.07  -0.02
C  -1.31  0.67  -0.63
C  -1.58  0.50  -2.14
O  0.07  0.23  -0.51
H  -2.53  2.26  0.03
H  -0.91  2.74  -0.67
H  -0.93  2.10  0.94
H  -1.91  -0.03  -0.05
H  -1.18  -0.44  -2.51
H  -1.23  1.39  -2.65
H  -2.66  0.40  -2.27
H  0.65  0.99  -0.63
O  1.91  -1.42  -2.18
H  1.37  -0.85  -1.63
H  1.57  -1.29  -3.06
O  1.56  -1.20  1.83
H  0.83  -1.23  1.21
H  2.17  -0.57  1.46
O  1.64  -2.05  4.81
H  1.46  -1.75  3.92
H  2.47  -2.52  4.75


Model Q:
Density functional theory data (ωB97M-V/def2-TZVPD) for a 5-piece molecular cluster, C3H14O4 overall.

## Properties
* SMILES string: C=CC.O.O.O.O
* frontier orbital gap: 10.0 eV
* E_LUMO: 0.015 Eh
* spin multiplicity: 1
* HOMO energy: -9.592 eV

CARTESIAN COORDINATES (ANGSTROEM)
C  2.24  0.31  -0.93
C  1.22  0.79  -1.63
C  -0.01  0.02  -1.97
H  3.23  0.71  -0.78
H  2.10  -0.74  -0.66
H  1.10  1.84  -1.87
H  -0.63  -0.25  -1.12
H  0.20  -0.98  -2.36
H  -0.67  0.50  -2.70
O  0.99  -1.99  1.02
H  0.78  -1.11  1.32
H  1.47  -2.43  1.72
O  -2.27  -1.56  1.10
H  -3.00  -1.08  0.69
H  -1.70  -1.48  0.33
O  -0.47  0.29  2.43
H  -1.32  -0.04  2.08
H  -0.79  0.93  3.07
O  -1.17  2.17  -0.10
H  -1.05  1.66  0.69
H  -0.27  2.46  -0.34


How far above the most stable structure does each one sit? In hartree: model P 0.0000; model Q 0.0288.


Model P:
Density functional theory data (ωB97M-V/def2-TZVPD) for a 2-piece molecular cluster, C2H8N2O2 overall.

## Properties
* SMILES string: NCNC=O.O
* frontier orbital gap: 10.3 eV
* E_LUMO: 0.031 Eh
* spin multiplicity: 1
* HOMO energy: -9.445 eV

CARTESIAN COORDINATES (ANGSTROEM)
N  -0.66  1.19  -0.33
C  0.65  0.83  0.21
N  1.00  -0.57  0.00
C  0.93  -1.14  -1.23
O  0.61  -0.57  -2.25
H  -0.66  2.20  -0.41
H  -0.99  0.72  -1.15
H  1.43  1.39  -0.31
H  0.67  1.02  1.28
H  0.82  -1.17  0.79
H  1.30  -2.18  -1.24
O  -1.36  -0.74  1.55
H  -1.63  0.02  0.99
H  -2.11  -0.99  2.09


Model Q:
Density functional theory data (ωB97M-V/def2-TZVPD) for a 2-piece molecular cluster, C2H8N2O2 overall.

## Properties
* SMILES string: NC=O.NCO
* frontier orbital gap: 10.8 eV
* E_LUMO: 0.038 Eh
* spin multiplicity: 1
* HOMO energy: -9.782 eV

CARTESIAN COORDINATES (ANGSTROEM)
N  1.80  0.90  0.69
C  1.81  1.06  -0.68
O  1.02  0.50  -1.42
H  1.23  0.09  0.98
H  2.63  0.96  1.27
H  2.68  1.64  -0.95
N  -2.04  -0.37  -0.64
C  -1.20  -1.06  0.30
O  -0.65  -0.09  1.24
H  -1.50  -0.12  -1.45
H  -2.89  -0.82  -0.93
H  -0.33  -1.53  -0.18
H  -1.62  -1.87  0.99
H  -0.95  0.71  0.78


Model R:
Density functional theory data (ωB97M-V/def2-TZVPD) for a 2-piece molecular cluster, C2H8N2O2 overall.

## Properties
* SMILES string: CNC(N)=O.O
* frontier orbital gap: 10.3 eV
* E_LUMO: 0.028 Eh
* spin multiplicity: 1
* HOMO energy: -9.590 eV

CARTESIAN COORDINATES (ANGSTROEM)
C  -2.28  0.50  -0.74
N  -0.88  0.13  -0.58
C  -0.42  -0.27  0.66
N  0.95  0.01  0.84
O  -1.14  -0.81  1.46
H  -2.51  1.26  0.00
H  -2.97  -0.34  -0.67
H  -2.41  0.91  -1.75
H  -0.40  0.01  -1.45
H  1.21  0.95  0.54
H  1.12  -0.04  1.84
O  3.11  0.30  -1.20
H  3.98  -0.14  -1.22
H  2.50  -0.33  -0.79


How far above the most stable structure does each one sit? In hartree: model P 0.0153; model Q 0.0314; model R 0.0000.


Model P:
Density functional theory data (ωB97M-V/def2-TZVPD) for a 2-piece molecular cluster, C2H8N2O2 overall.

## Properties
* SMILES string: NCNC=O.O
* frontier orbital gap: 10.4 eV
* E_LUMO: 0.026 Eh
* spin multiplicity: 1
* HOMO energy: -9.691 eV

CARTESIAN COORDINATES (ANGSTROEM)
N  -0.21  -0.86  0.78
C  0.56  0.05  -0.04
N  1.98  -0.21  -0.02
C  2.92  0.71  0.33
O  2.75  1.90  0.35
H  0.02  -1.80  0.45
H  0.05  -0.97  1.75
H  0.16  -0.01  -1.05
H  0.43  1.06  0.33
H  2.36  -1.14  -0.11
H  3.96  0.34  0.22
O  -5.14  0.41  -0.64
H  -4.24  0.50  -0.96
H  -5.60  0.03  -1.40


Model Q:
Density functional theory data (ωB97M-V/def2-TZVPD) for a 2-piece molecular cluster, C2H8N2O2 overall.

## Properties
* frontier orbital gap: 8.2 eV
* E_LUMO: 0.027 Eh
* spin multiplicity: 1
* HOMO energy: -7.418 eV

CARTESIAN COORDINATES (ANGSTROEM)
C  1.55  -0.96  -0.08
C  0.81  0.33  -0.16
O  0.61  0.77  -1.40
N  0.65  1.18  0.86
H  0.17  1.63  -1.35
H  1.00  0.80  1.73
H  2.62  -0.78  -0.20
H  1.22  -1.61  -0.89
H  1.36  -1.45  0.87
N  -2.63  -0.11  0.03
O  -1.31  0.09  0.43
H  -0.49  1.17  0.92
H  -2.69  0.01  -0.98
H  -2.87  -1.08  0.23


How far above the most stable structure does each one sit? In hartree: model P 0.0000; model Q 0.1137.


Model P:
Density functional theory data (ωB97M-V/def2-TZVPD) for a 2-piece molecular cluster, C2H8N2O2 overall.

## Properties
* SMILES string: C/N=C(\N)O.O
* frontier orbital gap: 9.7 eV
* E_LUMO: 0.018 Eh
* spin multiplicity: 1
* HOMO energy: -9.199 eV

CARTESIAN COORDINATES (ANGSTROEM)
C  -1.07  -0.36  1.15
N  -0.40  -0.56  -0.12
C  0.82  -0.12  -0.22
N  1.69  0.12  0.82
O  1.53  -0.64  -1.24
H  -2.08  -0.79  1.10
H  -0.54  -0.88  1.96
H  -1.17  0.70  1.40
H  2.61  0.36  0.49
H  1.35  0.75  1.53
H  0.90  -1.02  -1.87
O  -1.40  0.95  -1.97
H  -1.64  0.08  -1.59
H  -0.60  1.40  -1.45


Model Q:
Density functional theory data (ωB97M-V/def2-TZVPD) for the molecule C2H8N2O2.

## Properties
* SMILES string: CCNN(O)O
* frontier orbital gap: 10.1 eV
* E_LUMO: 0.039 Eh
* spin multiplicity: 1
* HOMO energy: -9.020 eV

CARTESIAN COORDINATES (ANGSTROEM)
C  1.38  1.02  0.18
C  1.13  -0.44  -0.20
N  -0.25  -0.41  -0.74
N  -1.20  -0.68  0.32
O  -1.48  0.59  0.88
O  -2.37  -1.14  -0.25
H  1.01  1.24  1.17
H  2.44  1.26  0.09
H  0.65  1.43  -0.66
H  1.22  -1.11  0.66
H  1.77  -0.75  -1.03
H  -0.40  -1.15  -1.42
H  -1.16  0.58  1.80
H  -2.76  -0.43  -0.80


Model R:
Density functional theory data (ωB97M-V/def2-TZVPD) for the molecule C2H8N2O2.

## Properties
* SMILES string: NC[C@H](O)ON
* frontier orbital gap: 7.8 eV
* E_LUMO: -0.003 Eh
* spin multiplicity: 1
* HOMO energy: -7.865 eV

CARTESIAN COORDINATES (ANGSTROEM)
N  0.32  0.22  1.88
C  -0.83  -0.60  0.88
C  -0.86  -0.17  -0.52
O  -2.18  -0.44  -0.95
O  0.88  -0.35  -0.72
N  1.82  0.68  -0.83
H  1.11  -0.37  2.14
H  0.72  1.03  1.40
H  -1.74  -0.47  1.46
H  -0.51  -1.64  1.02
H  -0.69  0.55  -1.34
H  -2.33  0.02  -1.78
H  1.57  1.30  -1.60
H  2.71  0.24  -1.04


How far above the most stable structure does each one sit? In hartree: model P 0.0000; model Q 0.1246; model R 0.2306.


Model P:
Density functional theory data (ωB97M-V/def2-TZVPD) for a 2-piece molecular cluster, C2H8N2O2 overall.

## Properties
* SMILES string: NNCO.C=O
* frontier orbital gap: 9.2 eV
* E_LUMO: 0.018 Eh
* spin multiplicity: 1
* HOMO energy: -8.705 eV

CARTESIAN COORDINATES (ANGSTROEM)
N  0.45  -0.99  1.62
N  0.73  -0.92  0.20
C  1.05  0.40  -0.16
O  1.38  0.54  -1.48
H  -0.29  -1.68  1.74
H  1.29  -1.36  2.05
H  -0.18  -1.15  -0.30
H  -0.04  1.04  -0.02
H  1.81  0.85  0.47
H  0.73  0.05  -2.01
C  -1.63  0.82  -0.49
O  -1.60  -0.36  -0.87
H  -1.57  1.65  -1.22
H  -2.12  1.09  0.46


Model Q:
Density functional theory data (ωB97M-V/def2-TZVPD) for C2H8N2O2 as an isolated structure.

## Properties
* frontier orbital gap: 8.0 eV
* E_LUMO: 0.031 Eh
* spin multiplicity: 1
* HOMO energy: -7.122 eV

CARTESIAN COORDINATES (ANGSTROEM)
C  0.12  0.32  -0.68
C  0.62  0.07  0.62
N  1.28  -1.17  -0.45
N  -0.89  1.67  0.66
O  0.78  -2.49  -0.37
O  -2.15  0.94  0.71
H  0.20  -2.61  -1.14
H  -2.42  1.03  1.63
H  2.21  -1.14  -0.88
H  -1.06  2.37  -0.07
H  -0.79  -0.16  -1.01
H  0.63  1.00  -1.34
H  1.46  0.64  1.00
H  0.01  -0.48  1.33


How far above the most stable structure does each one sit? In hartree: model P 0.0000; model Q 0.1878.


Model P:
Density functional theory data (ωB97M-V/def2-TZVPD) for a 2-piece molecular cluster, C2H8N2O2 overall.

## Properties
* SMILES string: NNC=O.CO
* frontier orbital gap: 10.3 eV
* E_LUMO: 0.031 Eh
* spin multiplicity: 1
* HOMO energy: -9.474 eV

CARTESIAN COORDINATES (ANGSTROEM)
N  -0.79  2.01  0.37
N  -0.26  1.36  -0.78
C  0.95  0.73  -0.72
O  1.60  0.65  0.30
H  -0.49  2.98  0.38
H  -0.33  1.56  1.17
H  -0.82  1.41  -1.61
H  1.26  0.32  -1.69
C  0.01  -2.08  0.63
O  -0.50  -1.46  -0.53
H  -0.79  -2.53  1.23
H  0.58  -1.37  1.24
H  0.68  -2.87  0.29
H  -1.11  -0.71  -0.28


Model Q:
Density functional theory data (ωB97M-V/def2-TZVPD) for a 2-piece molecular cluster, C2H8N2O2 overall.

## Properties
* SMILES string: NCNC=O.O
* frontier orbital gap: 10.7 eV
* E_LUMO: 0.022 Eh
* spin multiplicity: 1
* HOMO energy: -10.089 eV

CARTESIAN COORDINATES (ANGSTROEM)
N  0.72  -0.17  -0.27
C  -0.67  0.44  -0.13
N  -1.63  -0.02  -1.12
C  -1.20  -0.27  -2.39
O  -0.37  0.35  -3.01
H  0.52  -1.16  -0.43
H  1.01  0.17  -1.19
H  -0.87  0.07  0.87
H  -0.48  1.51  -0.18
H  -2.54  -0.42  -1.04
H  -1.57  -1.23  -2.82
O  2.56  -0.23  5.53
H  2.94  0.39  4.88
H  1.69  -0.36  5.15


How far above the most stable structure does each one sit? In hartree: model P 0.0194; model Q 0.0000.